This record from OMol25 describes the ion C5H10N5O2 with charge +1. The level of theory is ωB97M-V/def2-TZVPD.

**Energy relative to the best compared isomer or geometry (same formula, charge and spin)**: 45.5 kcal/mol
**SMILES string**: N[C@H](O)c1[nH]c(=O)[nH]c1NC=[NH2+]

```
! RIJCOSX wB97M-V def2-TZVPD def2/J DEFGRID3
* xyz 1 1
C -0.912 0.709 0.122
C -0.747 -0.653 -0.016
C -2.961 -0.215 0.036
C 0.144 1.770 0.081
C 1.538 -1.194 0.398
N -2.217 0.982 0.096
N -2.021 -1.222 0.018
N 0.398 -1.494 -0.141
N 2.591 -1.960 0.268
N 0.972 1.374 -1.016
O -4.163 -0.304 -0.010
O 0.836 1.612 1.338
H -0.411 2.826 -0.146
H 1.714 -0.379 1.003
H -2.543 1.913 -0.197
H -2.024 -2.168 0.285
H 0.498 -2.286 -0.754
H 2.535 -2.779 -0.346
H 3.230 -2.104 0.994
H 0.331 1.362 -1.848
H 1.710 1.960 -1.315
H 1.505 2.251 1.149
*
```

Mulliken atomic charge list, values in e, 2 entries: -0.17 0.46

This record from OMol25 describes the ion C5H10NO with charge -1. The level of theory is ωB97M-V/def2-TZVPD.

**Energy relative to the best compared isomer or geometry (same formula, charge and spin)**: 15.5 kcal/mol
**SMILES string**: N/C=C/CCC[O-]

```
! RIJCOSX wB97M-V def2-TZVPD def2/J DEFGRID3
* xyz -1 1
C -0.502 0.707 -1.964
O -0.197 1.043 -3.210
C 0.011 -0.723 -1.494
C -0.446 -1.186 -0.069
C -0.374 -0.072 0.958
C 0.607 -0.053 1.858
N 0.896 0.993 2.780
H -1.620 0.603 -1.772
H -0.119 1.378 -1.163
H 1.104 -0.732 -1.584
H -0.384 -1.392 -2.263
H -1.472 -1.539 -0.190
H 0.198 -2.021 0.213
H -0.927 0.812 0.672
H 1.213 -0.944 2.000
H 0.217 1.740 2.688
H 1.795 1.384 2.542
*
```

Mulliken atomic charge list, values in e, 2 entries: -0.36 -0.86

- Which of these has the lowest energy relative to the best compared isomer or geometry (same formula, charge and spin)?
  C5H10NO